Entry 1:
A 3-piece molecular cluster, C17H31BrO8S2 overall. Source: OMol25; level of theory: ωB97M-V with the def2-TZVPD basis set.

Orbital gap ... 10.2 eV
Maximum force ... 0.015 Eh/bohr
SMILES ... CC(=O)OCCCCC[C@@H](Br)OC=O.O=S1(=O)CCCC1.O=S1(=O)CCCC1
E_tot ... -126224.217 eV

Each line ends with the natural charge from an NBO analysis.
Atoms and positions in Å:
C (-0.198909, -3.012004, -2.627477)  -0.717
C (-1.299256, -2.666882, -3.577991)  0.806
O (-2.379892, -3.198267, -3.611500)  -0.591
O (-0.937508, -1.671086, -4.424924)  -0.535
C (-1.926703, -0.655708, -4.690244)  -0.069
C (-2.171349, 0.246689, -3.493575)  -0.434
C (-3.332861, -0.204236, -2.610974)  -0.401
C (-3.659170, 0.726933, -1.439476)  -0.403
C (-2.884803, 0.420792, -0.164713)  -0.449
C (-1.429324, 0.837867, -0.066860)  0.081
Br (-1.014573, 2.532994, -0.962173)  -0.033
O (-1.141639, 0.961615, 1.318873)  -0.538
C (0.111590, 0.609375, 1.698368)  0.668
O (1.122809, 1.092921, 1.278513)  -0.558
H (-0.479889, -3.876668, -2.036682)  0.225
H (-0.024839, -2.152315, -1.978925)  0.248
H (0.721908, -3.185612, -3.182118)  0.240
H (-2.851358, -1.127843, -5.024905)  0.193
H (-1.517053, -0.081363, -5.516533)  0.196
H (-2.415589, 1.236491, -3.883849)  0.215
H (-1.245366, 0.328946, -2.922397)  0.210
H (-3.179802, -1.216026, -2.231682)  0.208
H (-4.219513, -0.242550, -3.248230)  0.205
H (-4.711709, 0.566167, -1.198467)  0.215
H (-3.569997, 1.773193, -1.730164)  0.218
H (-2.878202, -0.668912, -0.063274)  0.220
H (-3.388343, 0.803662, 0.721162)  0.234
H (-0.745458, 0.103448, -0.483314)  0.205
H (0.116984, -0.183621, 2.451911)  0.132
O (-0.065556, -2.369867, 0.615080)  -0.965
S (-0.292984, -2.967327, 1.911786)  2.166
O (-1.099315, -2.274988, 2.884553)  -0.940
C (-0.897658, -4.635196, 1.688933)  -0.671
C (0.369361, -5.484106, 1.636877)  -0.407
C (1.284406, -4.945600, 2.746332)  -0.402
C (1.293665, -3.415421, 2.630384)  -0.677
H (-1.499073, -4.671680, 0.783506)  0.261
H (-1.510591, -4.873358, 2.557495)  0.245
H (0.142842, -6.539807, 1.774067)  0.232
H (0.853416, -5.368269, 0.664997)  0.217
H (0.889078, -5.239403, 3.720081)  0.213
H (2.293461, -5.345899, 2.667906)  0.230
H (1.384589, -2.915358, 3.591145)  0.256
H (2.065182, -3.057517, 1.951303)  0.252
O (2.407148, 6.865557, -0.072354)  -0.948
S (2.288826, 6.289264, 1.243546)  2.168
O (1.450433, 6.910851, 2.236470)  -0.944
C (1.880699, 4.555219, 1.082996)  -0.670
C (3.232208, 3.856544, 0.999852)  -0.410
C (4.117875, 4.525351, 2.060926)  -0.402
C (3.944233, 6.042137, 1.911984)  -0.675
H (1.260942, 4.412715, 0.202338)  0.264
H (1.333307, 4.260248, 1.977521)  0.241
H (3.126154, 2.786341, 1.165943)  0.243
H (3.664476, 4.003905, 0.007703)  0.212
H (3.793054, 4.212958, 3.055299)  0.207
H (5.163712, 4.240854, 1.953489)  0.221
H (4.011656, 6.576664, 2.855838)  0.248
H (4.644271, 6.467185, 1.195621)  0.244

Force components x, y, z for each atom (eV/Å):
0.08 0.04 -0.15
-0.34 -0.22 -0.39
0.11 0.22 0.15
0.15 0.30 0.55
-0.11 -0.22 -0.36
-0.13 -0.17 0.07
-0.13 0.25 -0.05
-0.18 -0.25 -0.01
0.03 -0.15 -0.14
0.17 0.26 0.35
-0.03 0.10 -0.02
-0.08 -0.63 -0.09
0.72 0.17 0.10
-0.27 -0.09 -0.20
0.06 -0.04 0.03
0.00 -0.06 0.07
0.05 -0.06 0.02
-0.02 -0.04 -0.01
0.11 -0.08 -0.04
0.13 0.13 0.11
0.08 0.14 -0.08
0.00 -0.03 -0.04
0.00 -0.14 -0.06
-0.03 0.06 0.07
0.06 0.05 0.01
0.03 -0.02 0.24
-0.04 0.23 -0.06
0.03 0.10 -0.25
-0.34 0.22 0.25
-0.06 0.12 0.01
-0.06 -0.18 0.09
-0.01 0.12 -0.04
0.08 -0.18 -0.08
0.04 0.07 0.02
-0.04 0.02 -0.02
0.13 -0.18 0.05
-0.02 0.09 0.00
-0.01 0.03 0.01
0.00 -0.01 0.00
-0.01 -0.01 -0.02
-0.02 0.01 0.00
0.01 0.00 0.00
-0.03 0.07 -0.03
-0.05 0.03 -0.05
-0.02 0.05 -0.03
0.01 -0.07 0.06
-0.04 0.06 -0.03
0.08 -0.21 -0.04
0.07 0.04 0.03
-0.04 0.02 -0.03
0.14 -0.15 0.10
-0.07 0.09 0.01
-0.03 0.03 0.00
-0.02 0.00 -0.01
-0.02 0.00 -0.01
-0.02 0.00 0.00
0.01 0.00 0.01
-0.04 0.06 -0.02
-0.05 0.02 -0.05

=====

Entry 2:
A 3-piece molecular cluster, C17H31Cl2N2O5 overall at a distorted geometry. Source: OMol25; level of theory: ωB97M-V with the def2-TZVPD basis set.

Orbital gap ... 8.5 eV
Charge ... +1
Maximum force ... 0.091 Eh/bohr
E_tot ... -56384.761 eV

Each line ends with the natural charge from an NBO analysis.
Atoms and positions in Å:
C (-0.941256, 4.150243, -3.250827)  -0.679
C (-0.815463, 2.573446, -3.328109)  -0.016
Cl (-1.276375, 1.776541, -4.923299)  0.024
C (-0.388851, 1.811850, -2.226121)  -0.041
Cl (-0.284373, -0.009525, -2.506070)  -0.003
C (0.053650, 2.342405, -0.777916)  -0.118
C (-0.933151, 3.370067, -0.081725)  -0.266
N (-0.522895, 4.804115, -0.035046)  -0.528
C (0.949611, 5.071397, 0.107588)  -0.058
C (1.200536, 6.645041, -0.082586)  -0.523
C (1.455212, 7.111284, -1.584435)  0.369
O (2.611537, 7.050500, -2.087144)  -0.470
C (1.825010, 4.126766, -0.827176)  -0.257
N (1.496721, 2.686005, -0.797748)  -0.633
H (-0.951010, 4.557138, -4.322462)  0.278
H (-0.112879, 4.688413, -2.689090)  0.198
H (-1.935446, 4.441887, -2.738259)  0.216
H (-0.004347, 1.395898, -0.110464)  0.279
H (-1.946944, 3.301681, -0.628271)  0.261
H (-1.158849, 3.041850, 0.998146)  0.278
H (-0.875815, 5.389930, -0.823852)  0.441
H (-0.977761, 5.218908, 0.808447)  0.449
H (1.228812, 4.813773, 1.197350)  0.254
H (0.236689, 7.177842, 0.270320)  0.218
H (2.028100, 6.954951, 0.644889)  0.289
H (0.655496, 7.561640, -2.284849)  0.165
H (2.911647, 4.226472, -0.445235)  0.254
H (1.882711, 4.464642, -1.929419)  0.204
H (2.043028, 2.119286, -1.453802)  0.410
O (-1.172906, 0.749146, 3.437441)  -0.609
C (-0.768065, -0.337524, 3.080750)  0.809
O (0.152407, -0.422137, 2.106566)  -0.525
C (0.828470, -1.634008, 1.724869)  -0.071
C (-0.003147, -2.431047, 0.744301)  -0.631
C (-1.349780, -1.600168, 3.651043)  -0.751
H (1.118647, -2.216110, 2.602465)  0.194
H (1.757524, -1.324925, 1.239762)  0.192
H (-0.951780, -2.747153, 1.179639)  0.222
H (0.536491, -3.319386, 0.413915)  0.231
H (-0.239614, -1.821557, -0.132434)  0.202
H (-2.281974, -1.830484, 3.132848)  0.250
H (-1.556913, -1.436518, 4.710497)  0.250
H (-0.681398, -2.457137, 3.599003)  0.237
O (0.089708, -5.054228, 2.138228)  -0.600
C (0.132068, -5.967490, 1.343461)  0.807
O (-0.550642, -5.885749, 0.188914)  -0.510
C (-0.430472, -6.825433, -0.891025)  -0.069
C (-1.325245, -8.027432, -0.669877)  -0.639
C (0.868002, -7.236253, 1.671494)  -0.745
H (0.613955, -7.101830, -1.054757)  0.179
H (-0.754348, -6.298387, -1.791258)  0.201
H (-1.049413, -8.577068, 0.231957)  0.210
H (-1.269906, -8.710302, -1.520836)  0.226
H (-2.364634, -7.711015, -0.547161)  0.223
H (0.231595, -7.868626, 2.292521)  0.253
H (1.771301, -6.977232, 2.227352)  0.249
H (1.196725, -7.794390, 0.797485)  0.220

Force components x, y, z for each atom (eV/Å):
-0.77 -0.14 -0.63
0.78 -0.81 1.87
0.63 1.35 2.23
-1.21 0.61 -2.41
0.05 2.25 0.81
0.36 -2.28 -0.51
-1.52 -1.87 -0.08
-0.48 1.22 0.33
2.03 -0.28 0.59
-1.02 0.12 0.15
3.95 0.01 -1.53
-4.18 0.02 2.09
1.53 0.28 -1.12
-1.16 1.28 1.28
-0.05 -0.51 1.68
-0.72 -1.07 -0.81
1.32 -0.48 -0.98
-0.25 1.49 -1.07
1.63 0.23 0.85
0.72 0.48 -1.59
0.19 -0.94 0.36
0.33 -0.32 -0.74
-0.63 0.27 -1.69
1.45 -0.70 -0.36
-0.96 -0.33 -1.49
0.52 -0.72 1.42
-1.73 0.07 -0.53
-0.35 0.12 1.70
-0.46 0.48 0.37
0.47 -0.29 -0.59
-0.58 0.12 0.27
0.30 0.68 -0.04
-0.06 -0.46 -0.19
-0.22 0.14 -0.20
0.39 -0.30 0.53
-0.18 0.04 -0.01
-0.14 0.25 0.14
0.17 -0.14 0.02
-0.09 0.11 0.09
0.12 0.04 0.05
0.07 0.01 0.02
-0.18 0.14 -0.21
-0.11 -0.06 -0.24
-0.14 -0.38 -0.60
-0.03 -0.04 0.66
0.00 0.62 -0.11
-0.09 -0.35 -0.07
-0.11 -0.10 0.14
0.65 -0.09 -0.24
-0.05 0.00 0.14
0.03 0.17 0.25
0.06 -0.01 -0.10
0.02 0.07 0.05
0.12 0.02 -0.08
0.04 0.05 -0.04
-0.27 0.02 0.13
-0.19 -0.10 0.02

=====

Entry 3:
C17H31EuN2OP3 as an isolated structure at a distorted geometry. Source: OMol25; level of theory: ωB97M-V with the def2-TZVPD basis set.

Orbital gap (spin up / spin down) ... 6.3 / 4.1 eV
Spin multiplicity ... 8
Charge ... +2
Maximum force ... 0.060 Eh/bohr
<S²> ... 15.806
E_tot ... -70335.712 eV

Each line ends with the Löwdin charge.
Atoms and positions in Å:
Eu (-0.018205, 0.117313, 0.228949)  1.528
P (2.667020, 0.539475, 0.977851)  0.790
P (-1.543734, -1.490933, 1.901952)  0.701
N (0.864540, 0.716205, -1.926430)  -0.118
N (-1.783799, -0.306450, -1.238782)  -0.226
H (-0.150296, 1.398462, -3.772212)  0.143
H (-2.367638, 0.627705, -3.134418)  0.126
H (-0.703100, 2.145164, -2.264292)  0.103
C (-0.320291, 1.195450, -2.695566)  -0.167
H (-1.224901, -0.703392, -3.318069)  0.115
C (-1.499373, 0.144191, -2.651224)  -0.177
H (2.355570, 2.105896, -2.437591)  0.140
H (-3.655534, -1.262028, -1.203667)  0.127
C (1.998924, 1.394062, -1.695203)  -0.204
C (-2.731386, -1.020796, -0.660548)  -0.296
C (2.904681, 1.250101, -0.614985)  -0.320
C (-2.786143, -1.547213, 0.662434)  -0.441
H (3.809544, 1.828730, -0.782435)  0.083
H (-3.740789, -2.014107, 0.875176)  0.046
H (-0.875944, -2.670643, 2.368780)  -0.054
H (-1.851716, -0.659778, 3.026933)  -0.058
H (3.317720, -0.727221, 1.176266)  -0.012
H (2.747452, 1.354497, 2.169663)  -0.021
H (-0.768389, -2.604845, -1.728399)  0.117
C (0.268289, -2.918696, -1.531549)  -0.459
C (0.285245, -3.975676, -0.448193)  -0.034
C (0.954701, -3.299178, -2.823768)  -0.031
O (0.964416, -1.769941, -0.947348)  -0.248
H (-0.176592, -4.898056, -0.821655)  0.105
H (1.322129, -4.208284, -0.153593)  0.102
H (-0.274315, -3.648154, 0.440401)  0.035
H (0.895655, -2.481744, -3.555241)  0.083
H (2.006896, -3.571385, -2.644407)  0.103
H (0.455378, -4.166783, -3.267344)  0.102
H (1.190221, -1.088565, -1.632089)  0.043
C (-2.810306, 3.394153, 1.055079)  -0.244
P (-1.163509, 2.604777, 1.059025)  0.806
C (-0.176892, 3.828302, 0.073423)  -0.259
C (-0.570705, 2.783996, 2.788594)  -0.402
C (-0.812762, 3.996797, 3.446663)  -0.083
C (-0.485057, 4.143283, 4.806816)  -0.034
C (0.099436, 3.066980, 5.496897)  -0.045
C (0.346847, 1.856941, 4.841726)  -0.073
C (0.015572, 1.703496, 3.493740)  -0.172
H (-3.213225, 3.354418, 0.036616)  0.053
H (-2.777092, 4.444207, 1.374087)  0.056
H (-3.506443, 2.843729, 1.698599)  0.063
H (-0.231449, 4.833106, 0.516526)  0.063
H (0.875827, 3.522842, -0.010601)  0.024
H (-0.610545, 3.849186, -0.937351)  0.035
H (-1.286225, 4.816809, 2.898957)  0.103
H (-0.696933, 5.088556, 5.308608)  0.122
H (0.349807, 3.185452, 6.559513)  0.126
H (0.798918, 1.024804, 5.403842)  0.122
H (0.196162, 0.730754, 2.995368)  0.014

Force components x, y, z for each atom (eV/Å):
-1.81 -1.12 0.06
-0.96 -1.47 1.72
0.93 0.65 0.05
0.33 1.61 0.97
2.74 1.32 -0.38
0.40 -0.05 0.54
0.26 -0.12 0.28
0.51 -0.42 -0.01
-0.77 -0.55 -0.47
-0.13 0.28 0.55
-0.38 -0.51 0.44
-0.22 0.23 -0.07
0.25 0.18 -0.15
-0.70 -0.63 -1.30
-0.89 -0.77 0.75
1.00 0.87 -0.85
-0.46 0.11 -1.14
-0.09 0.16 0.09
0.14 -0.04 0.12
-0.99 0.32 0.05
-0.21 -0.91 -0.21
0.11 0.98 -0.22
0.90 -0.15 -1.13
0.27 -0.09 0.04
-0.17 -0.12 0.07
0.17 -0.33 -0.01
0.15 -0.26 0.00
0.24 0.97 -0.06
0.06 0.22 0.13
-0.37 0.08 -0.12
0.16 -0.12 -0.33
0.10 -0.14 0.12
-0.33 0.15 -0.09
0.07 0.14 0.06
-0.24 -1.25 0.18
-0.34 -0.22 -0.19
0.18 0.95 0.54
-0.17 -0.12 0.06
-0.03 -0.12 0.12
0.20 -0.18 0.60
0.07 -0.41 -0.49
-0.21 0.42 -0.11
0.22 -0.23 0.13
-0.21 0.52 -0.26
0.08 0.04 0.13
0.12 -0.32 -0.08
0.23 0.09 -0.07
0.07 -0.29 -0.17
-0.21 0.14 0.11
0.13 0.19 0.27
0.22 -0.20 0.34
0.12 -0.33 -0.08
-0.11 -0.13 -0.55
-0.27 0.45 -0.36
-0.15 0.51 0.38

=====

Entry 4:
C17H31F5HgP2 as an isolated structure at a distorted geometry. Source: OMol25; level of theory: ωB97M-V with the def2-TZVPD basis set.

Orbital gap (spin up / spin down) ... 3.8 / 3.3 eV
Maximum force ... 0.095 Eh/bohr
E_tot ... -54458.660 eV
Energy above the lowest of the compared OMol25 structures with the same formula, charge and spin ... 292.1 kJ/mol

Each line ends with the natural charge from an NBO analysis.
Atoms and positions in Å:
P (-2.796774, -0.414691, 1.882746)  0.790
P (0.903418, -1.839765, -0.220935)  1.441
C (-1.172964, -0.437772, 1.040095)  -0.928
C (-0.656646, -1.826926, 0.742731)  -0.732
H (-0.240714, 0.354036, 1.897177)  0.292
H (-1.168654, 0.196966, 0.141091)  0.173
H (-0.482724, -2.388398, 1.676533)  0.244
H (-1.389778, -2.401144, 0.145783)  0.191
C (2.267061, -1.278199, 0.805418)  -0.990
H (2.083597, -1.430253, 1.879315)  0.257
H (2.450134, -0.208834, 0.638159)  0.275
H (3.178781, -1.824881, 0.532706)  0.245
C (1.233766, -3.431483, -0.977936)  -0.988
H (1.979495, -3.297836, -1.774488)  0.259
H (0.319758, -3.842462, -1.427720)  0.270
H (1.622069, -4.137118, -0.231729)  0.273
C (-3.254652, 1.377694, 1.798898)  -0.936
H (-4.106565, 1.512597, 2.483938)  0.224
H (-3.569239, 1.678371, 0.789851)  0.203
H (-2.430342, 2.013093, 2.143209)  0.240
C (-3.996495, -1.049466, 0.620156)  -0.949
H (-3.678802, -2.033392, 0.252766)  0.210
H (-4.131436, -0.353660, -0.220228)  0.198
H (-4.961583, -1.169871, 1.134330)  0.221
Hg (-0.131009, 2.951641, -1.194456)  1.203
C (0.692456, -0.038477, -1.567903)  -0.261
C (1.242721, 1.337484, -1.622839)  -0.682
C (1.674665, 1.623172, -3.100569)  -0.425
C (0.525012, 2.098281, -4.039498)  -0.450
C (-0.628763, 2.750469, -3.302546)  -0.551
C (-1.578770, 2.025414, -2.495030)  -0.505
C (-1.719906, 0.515094, -2.516008)  -0.454
C (-0.455315, -0.360012, -2.509350)  -0.444
C (0.185278, 1.284148, 2.495607)  -0.985
H (1.529123, -0.687649, -1.944242)  0.166
H (2.089493, 1.488752, -0.933990)  0.231
H (2.150633, 0.742229, -3.559257)  0.191
H (2.438896, 2.413600, -3.093079)  0.220
H (0.951035, 2.864276, -4.711012)  0.221
H (0.208438, 1.279274, -4.709210)  0.196
H (-0.971904, 3.689121, -3.748402)  0.230
H (-2.539333, 2.525127, -2.321948)  0.235
H (-2.250750, 0.234549, -3.443462)  0.212
H (-2.383617, 0.203874, -1.689328)  0.237
H (-0.770502, -1.415377, -2.366070)  0.209
H (-0.054764, -0.361202, -3.539943)  0.209
H (1.204790, 1.060518, 2.832150)  0.167
H (-0.449372, 1.459728, 3.372014)  0.197
H (0.193416, 2.162213, 1.835470)  0.169
F (4.387738, -0.901208, 3.381223)  -0.310
C (3.136622, -1.221337, 3.772245)  0.631
F (3.064124, -2.556729, 3.971026)  -0.313
C (2.672174, -0.420340, 4.974148)  0.874
F (3.430513, -0.697628, 6.058950)  -0.307
F (2.775897, 0.906504, 4.702439)  -0.299
F (1.380273, -0.722116, 5.261001)  -0.298

Force components x, y, z for each atom (eV/Å):
1.19 -0.32 -0.34
-2.26 4.08 1.39
-1.38 -1.37 -1.19
-0.66 -0.07 -0.13
0.31 1.27 0.75
0.02 -0.09 0.03
-0.01 -0.10 -0.15
0.31 -0.59 -0.18
0.78 -0.25 -0.04
-0.23 0.01 -0.44
-0.19 -0.29 0.07
-0.07 0.12 0.11
0.21 -0.03 -0.84
-0.10 -0.18 0.20
0.21 0.19 0.21
-0.10 0.29 -0.07
-0.19 -0.06 0.18
0.22 0.12 -0.26
0.17 -0.01 0.13
-0.16 -0.19 -0.08
-0.43 0.14 0.18
-0.09 0.17 0.06
0.07 -0.20 0.07
0.08 -0.08 -0.31
0.69 0.03 2.49
1.10 -4.53 -0.71
2.32 0.52 1.20
-0.04 0.07 0.28
0.13 0.46 -0.16
-0.53 0.40 -2.44
-1.90 -0.15 -0.91
-0.25 -0.32 0.61
-0.39 -0.63 -0.50
1.02 0.27 0.62
-0.10 0.95 -0.91
-0.08 -0.40 -0.48
-0.03 0.02 0.23
-0.22 -0.17 0.24
-0.17 -0.31 0.19
-0.07 0.18 0.33
-0.07 -0.25 0.20
0.23 -0.18 -0.39
-0.01 0.20 0.15
0.32 0.18 -0.29
-0.03 0.55 0.03
0.00 0.10 0.40
0.10 0.33 0.09
0.10 0.09 -0.06
0.02 0.01 0.11
-1.11 -0.13 0.20
1.30 -0.92 0.36
-0.12 1.10 -0.20
-0.76 0.81 0.27
-0.43 0.19 -0.48
-0.02 -1.30 0.44
1.28 0.28 -0.22